Computed, not measured: a 2-piece molecular cluster, C18H18N2 overall, with ωB97M-V/def2-TZVPD.

Values from the calculation:
**Kohn-Sham gap**: 8.64 eV
**Highest occupied orbital energy**: -7.8 eV
**Structure (SMILES)**: Cc1c[nH]c2ccccc12.Cc1c[nH]c2ccccc12

Each line ends with the Mulliken charge.
CARTESIAN COORDINATES (ANGSTROEM)
C1 1.8495 -2.9970 -3.5927  -1.4304
C2 0.8795 -2.2050 -2.7867  0.4195
C3 0.1156 -1.1211 -3.0342  -0.7559
N1 -0.4813 -0.6438 -1.8788  0.0709
C4 -0.2465 -1.5746 -0.8822  -0.5032
C5 -0.5415 -1.4864 0.4790  -0.3430
C6 0.0989 -2.3640 1.3414  -0.7266
C7 1.0680 -3.2537 0.8480  -0.4988
C8 1.2933 -3.4023 -0.4987  -0.5717
C9 0.6794 -2.4963 -1.3738  0.9930
H1 2.7731 -3.1720 -3.0517  0.3393
H2 1.9912 -2.5407 -4.5733  0.3468
H3 1.4772 -4.0065 -3.7898  0.3205
H4 0.1289 -0.4787 -3.9071  0.3855
H5 -1.3279 -0.1061 -1.9801  0.3571
H6 -1.3522 -0.8532 0.8021  0.4110
H7 -0.0475 -2.1834 2.3938  0.4199
H8 1.5563 -3.8512 1.6057  0.3689
H9 1.9762 -4.1266 -0.9294  0.3738
C10 1.5611 1.1287 2.5896  -1.2070
C11 0.1900 1.7367 2.4068  0.4151
C12 -0.6483 2.1069 3.4004  -0.8254
N2 -1.7089 2.8300 2.8683  -0.0605
C13 -1.5704 2.8358 1.5085  0.0437
C14 -2.4766 3.3489 0.5708  -0.8603
C15 -2.2167 3.0819 -0.7458  -0.3757
C16 -1.0141 2.4600 -1.1540  -0.8571
C17 -0.1072 2.0497 -0.2056  -0.1958
C18 -0.3575 2.2073 1.1638  0.8569
H10 2.2957 1.8881 2.3257  0.2989
H11 1.6939 0.2695 1.9224  0.2161
H12 1.6844 0.7566 3.6070  0.3580
H13 -0.5770 1.7972 4.4328  0.3950
H14 -2.5740 3.0377 3.3324  0.2139
H15 -3.2911 3.9606 0.9302  0.3854
H16 -2.8808 3.3467 -1.5602  0.3845
H17 -0.7154 2.4915 -2.1940  0.4792
H18 0.8229 1.5292 -0.3907  0.3586

Computed, not measured: a single CH2BrNO molecule, with ωB97M-V/def2-TZVPD.

Values from the calculation:
**Kohn-Sham gap**: 9.16 eV
**Highest occupied orbital energy**: -9.6 eV
**Structure (SMILES)**: O=NCBr

Each line ends with the Mulliken charge.
CARTESIAN COORDINATES (ANGSTROEM)
O1 -0.8017 2.2032 0.3496  -0.2678
N1 0.0834 1.9014 -0.4116  0.0789
C1 0.3854 0.3434 -0.2545  -0.3316
Br1 2.3035 0.1485 0.0440  -0.1113
H1 0.0631 0.1332 -1.3976  0.2495
H2 -0.2433 -0.2343 0.4065  0.3823

Computed, not measured: C8H10ClMoN8O13 as an isolated structure, with ωB97M-V/def2-TZVPD.

Values from the calculation:
**⟨S²⟩**: 2.015
**Total charge**: +1
**Kohn-Sham gap (alpha / beta)**: 7.84 / 8.05 eV
**Multiplicity**: 3
**Highest occupied orbital energy (alpha / beta)**: -12.9 / -13.4 eV

Each line ends with the Mulliken charge.
CARTESIAN COORDINATES (ANGSTROEM)
Mo1 -0.5356 -0.2239 -0.0997  0.6437
N1 0.5687 1.0804 1.6528  -0.3762
N2 1.9591 1.0332 1.5094  -0.1460
C1 2.5085 0.4845 0.4132  0.5537
N3 3.8263 0.4756 0.3288  -0.3281
N4 1.6361 -0.0105 -0.4843  0.2278
N5 2.0349 -0.2159 -1.8159  0.9576
O1 1.1146 -0.2840 -2.5888  -0.4834
O2 3.2139 -0.2933 -2.1076  -0.7450
H1 0.2727 2.0468 1.7476  0.3286
H2 0.3299 0.5398 2.4803  0.3681
H3 2.5240 1.2151 2.3228  0.2345
H4 4.3799 0.9840 0.9985  0.2089
H5 4.2508 0.1246 -0.5141  0.2313
O3 -1.4457 2.5148 -2.8504  -0.5179
Cl1 -1.6179 1.7774 -1.6889  1.9490
O4 -2.6881 2.1700 -0.8791  -0.5384
O5 -0.3503 1.7693 -0.8458  -0.5913
O6 -1.6680 0.3107 -1.9563  -0.5255
C2 -0.4984 -2.0766 -1.0449  -0.8852
H6 0.5195 -2.4651 -1.0081  0.3364
H7 -0.8242 -1.9579 -2.0767  0.3072
H8 -1.1711 -2.7633 -0.5261  0.4173
O7 -4.4422 -4.8512 4.5048  -0.5925
N6 -3.2797 -4.6803 4.8014  1.0441
O8 -2.6864 -5.2060 5.7169  -0.5983
C3 -2.5093 -3.7400 3.9640  -0.6341
C4 -3.1497 -3.0839 2.9440  -0.4559
C5 -2.4142 -2.2123 2.1455  -0.0817
C6 -1.0268 -2.0104 2.3334  1.3233
O9 -0.2586 -1.3186 1.5691  -0.5012
C7 -0.4732 -2.6351 3.4775  -0.4349
C8 -1.1725 -3.5158 4.2623  -0.4667
N7 0.8964 -2.2931 3.8605  0.8767
O10 1.5757 -3.1562 4.3594  -0.5338
O11 1.2505 -1.1315 3.6902  -0.5936
N8 -3.1571 -1.4624 1.1581  0.8462
O12 -4.3393 -1.5947 1.0968  -0.5455
O13 -2.5854 -0.6551 0.3800  -0.5994
H9 -4.2037 -3.2397 2.7722  0.6843
H10 -0.7062 -4.0117 5.1020  0.6363

Computed, not measured: a single C5H11NO molecule, with ωB97M-V/def2-TZVPD.

Values from the calculation:
**Kohn-Sham gap**: 10.49 eV
**Highest occupied orbital energy**: -9.6 eV
**Structure (SMILES)**: CNC(=O)C(C)C

Each line ends with the Mulliken charge.
CARTESIAN COORDINATES (ANGSTROEM)
C1 -1.7728 2.1713 0.3423  -0.8437
N1 -1.2810 0.8366 0.0791  -0.2078
C2 -0.0249 0.4441 0.4441  0.4681
O1 0.7414 1.1726 1.0557  -0.6486
C3 0.3600 -0.9664 -0.0024  0.5373
C4 0.6169 -0.9643 -1.5182  -1.3049
C5 1.5911 -1.4349 0.7649  -1.4646
H1 -2.7293 2.1413 0.8761  0.2828
H2 -1.8985 2.7476 -0.5829  0.2808
H3 -1.0279 2.6658 0.9693  0.3069
H4 -1.8603 0.1940 -0.4393  0.2343
H5 -0.4835 -1.6363 0.2246  0.2656
H6 1.4221 -0.2585 -1.7567  0.3241
H7 -0.2666 -0.6729 -2.0981  0.3392
H8 0.9279 -1.9568 -1.8618  0.3798
H9 1.8844 -2.4432 0.4517  0.4038
H10 2.4263 -0.7508 0.5868  0.3019
H11 1.3983 -1.4436 1.8414  0.3450

Computed, not measured: a single C5H11N molecule, with ωB97M-V/def2-TZVPD.

Values from the calculation:
**Kohn-Sham gap**: 8.55 eV
**Highest occupied orbital energy**: -8.4 eV

Each line ends with the Mulliken charge.
CARTESIAN COORDINATES (ANGSTROEM)
C1 -1.1900 2.0060 -0.1924  -1.1631
C2 0.3471 1.8522 -0.2636  -0.0977
C3 0.6194 0.6221 0.5246  -0.4339
C4 0.9013 -0.5360 -0.3431  -0.6351
N1 1.0407 -1.8331 0.2967  -0.3561
C5 -0.2541 -2.4404 0.5631  -0.8290
H1 -1.6963 1.1772 -0.6990  0.3233
H2 -1.5317 2.0338 0.8459  0.3372
H3 -1.4874 2.9352 -0.6865  0.3392
H4 0.6572 1.8361 -1.3237  0.2855
H5 0.7936 2.7279 0.2222  0.3210
H6 1.4954 -1.6579 1.1899  0.3074
H7 1.8741 -0.2465 -0.7969  0.3510
H8 0.2201 -0.6197 -1.2098  0.3370
H9 -0.1177 -3.3330 1.1811  0.3245
H10 -0.7082 -2.7586 -0.3833  0.2793
H11 -0.9635 -1.7654 1.0748  0.3094

Computed, not measured: C4H10O3S as an isolated structure, with ωB97M-V/def2-TZVPD.

Values from the calculation:
**Kohn-Sham gap**: 6.81 eV
**Highest occupied orbital energy**: -8.6 eV

Each line ends with the Mulliken charge.
CARTESIAN COORDINATES (ANGSTROEM)
O1 2.1661 1.3363 -1.7010  -0.5497
C1 1.5158 0.4355 -1.2568  0.4434
O2 2.0049 -0.7717 -1.1045  -0.3580
C2 0.1471 0.6226 -0.4898  -0.6609
C3 1.0198 1.3761 1.0712  -0.6865
C4 0.2283 0.1605 0.9836  0.1040
S1 -0.7839 -2.0135 -0.8840  -0.6579
H1 1.2307 -1.3431 -0.8948  0.2731
H2 -0.5276 -0.1323 -1.0180  0.2520
H3 -0.3162 1.6061 -0.6135  0.4440
H4 2.0821 1.4449 0.8966  0.3121
H5 0.4052 2.2178 1.3538  0.3271
H6 0.7822 -0.7024 1.3269  0.3529
H7 -0.7330 0.2207 1.4944  0.3572
H8 -1.7393 -2.4511 -1.7048  0.1442
H9 -2.1097 -0.9036 0.1886  0.2726
H10 -2.7813 -0.8380 1.5437  0.2992
O3 -2.5911 -0.2646 0.8085  -0.6688

no.,maximum force (eV/A)
1,1.71
2,4.45
3,0.77
4,0.38
5,0.44
6,3.19